{
  "formula": "C29H20F5IrN2O5S",
  "method": "ωB97M-V with the def2-TZVPD basis set",
  "total_charge": 1,
  "homo_ev": [-11.55, -11.58],
  "multiplicity": 2,
  "s_squared": 0.754,
  "orbital_gap_ev": [6.565, 6.310],
  "elements": ["C", "C", "H", "H", "H", "C", "C", "H", "C", "H", "C", "C", "H", "H", "C", "Ir", "C", "C", "H", "C", "C", "O", "O", "C", "N", "H", "H", "C", "C", "C", "O", "C", "H", "H", "H", "C", "O", "C", "C", "F", "F", "H", "C", "F", "H", "F", "H", "H", "F", "C", "H", "C", "C", "N", "C", "S", "O", "C", "C", "C", "H", "C", "H"],
  "xyz": [[0.58090, 3.94312, -0.58286], [-0.52438, 0.70690, 3.85377], [4.51234, -0.35420, -1.97444], [-2.71081, 4.75266, -0.43324], [2.07118, 5.50584, -0.48089], [-0.45931, 1.77090, 4.74477], [2.63309, -1.38270, -2.11891], [-0.84476, -1.40137, 3.59797], [-1.37977, -2.99596, 0.30548], [3.96627, 3.94250, -0.58090], [-0.56855, 4.74937, -0.51677], [-1.43340, -2.01286, -0.67898], [1.48499, -3.07759, -4.79933], [-0.45678, 5.82508, -0.45803], [-1.80886, 4.16276, -0.50490], [-0.75745, -0.15761, -0.22644], [2.13586, -2.46646, -4.18844], [3.33637, -1.98850, -4.70338], [-3.54039, 0.07287, -1.95361], [-0.34196, 0.97744, 2.40501], [-1.90921, 2.77139, -0.56836], [-1.08030, 0.13874, 1.65030], [-3.01304, 0.20423, 0.02164], [-1.60305, -3.77980, -2.32632], [1.08370, 0.32410, -0.70084], [0.86310, -2.53618, -2.45142], [-1.19630, 0.09874, 7.59249], [-1.53915, -4.73459, -1.32295], [-1.04885, -0.79775, 5.65019], [1.77673, -2.16242, -2.88858], [0.35937, 1.86151, 1.98577], [1.90578, 4.43917, -0.55887], [-4.00176, -1.34947, -0.99776], [-4.91044, 0.17595, -0.82484], [-2.86953, 2.28352, -0.54512], [-3.93043, -0.26418, -0.99731], [1.22655, -1.93634, 0.00183], [3.84554, -0.91877, -2.61219], [-1.44074, -4.34250, 0.00346], [-1.62390, -1.53166, -2.97444], [-1.26731, -2.65045, 1.58645], [-1.28010, -1.79542, 5.99964], [2.73884, 2.17158, -0.68362], [-1.57749, -6.01537, -1.63274], [3.57699, 1.49219, -0.69504], [-1.69586, -4.15163, -3.59755], [-0.22332, 2.76452, 4.38751], [-0.67334, 2.37458, 6.78417], [-1.38313, -5.25757, 0.95814], [4.19128, -1.22779, -3.91846], [5.13128, -0.87690, -4.32182], [-0.80243, -0.58298, 4.30294], [-1.56290, -2.44389, -1.98699], [-0.84464, 1.98841, -0.64207], [0.38728, 2.55866, -0.64683], [2.15585, -0.96246, -0.49530], [3.29554, -0.57195, 0.26441], [-0.71425, 1.54719, 6.08814], [1.46333, 1.68121, -0.68244], [2.95248, 3.56767, -0.60840], [3.61419, -2.22248, -5.72264], [-1.00945, 0.26736, 6.54011], [-3.26151, -0.17037, 0.87984]],
  "atomic_forces_ev_per_a": [[-0.07, 0.13, -0.10], [-0.31, -0.31, -0.09], [-0.01, 0.01, -0.02], [-0.01, -0.01, -0.05], [-0.01, -0.01, -0.03], [-0.02, 0.02, 0.11], [0.09, 0.01, -0.14], [0.01, 0.02, 0.03], [-0.31, 0.04, -0.18], [0.01, -0.05, -0.01], [0.03, -0.03, 0.07], [0.90, -0.81, 0.39], [0.01, 0.00, 0.00], [-0.04, 0.00, 0.01], [0.02, 0.04, -0.10], [-0.70, 3.99, -0.97], [0.01, 0.02, -0.04], [0.00, -0.02, 0.00], [0.02, 0.01, 0.01], [0.34, 0.14, 0.49], [0.02, -0.02, 0.01], [-0.19, -0.56, 0.48], [0.25, -0.78, -0.19], [-0.13, -0.05, -0.02], [-0.34, -1.28, -0.13], [0.00, -0.04, -0.02], [-0.04, 0.00, -0.01], [0.04, 0.07, 0.01], [0.07, -0.03, -0.05], [0.09, 0.06, 0.06], [-0.08, -0.08, -0.36], [0.02, 0.06, 0.05], [0.02, 0.01, 0.04], [0.01, 0.02, 0.05], [-0.02, 0.04, 0.06], [-0.14, 0.05, -0.05], [0.27, -0.74, 0.28], [-0.02, -0.03, 0.03], [-0.02, 0.00, -0.08], [0.14, 0.04, -0.05], [0.10, -0.04, 0.07], [0.05, 0.02, 0.03], [0.20, 0.00, 0.05], [-0.03, -0.12, -0.02], [0.05, 0.11, 0.02], [-0.03, -0.03, -0.07], [-0.01, -0.03, -0.06], [-0.01, -0.02, 0.01], [-0.01, -0.05, 0.07], [0.01, 0.03, -0.02], [0.00, -0.01, 0.00], [-0.22, 0.13, 0.09], [-0.12, 0.24, 0.01], [-0.29, -0.27, 0.59], [-0.32, 0.24, -0.27], [0.00, 0.23, 0.20], [0.09, 0.09, 0.00], [0.10, 0.03, 0.01], [0.43, -0.49, -0.21], [-0.01, -0.09, -0.07], [-0.01, -0.01, 0.01], [0.04, 0.00, -0.01], [0.08, 0.10, 0.10]]
}

=====

{
  "formula": "C4H12N3",
  "method": "ωB97M-V with the def2-TZVPD basis set",
  "total_charge": 2,
  "homo_ev": [-16.85, -16.82],
  "multiplicity": 2,
  "s_squared": 0.755,
  "orbital_gap_ev": [9.811, 4.680],
  "elements": ["N", "C", "H", "H", "H", "N", "C", "H", "H", "C", "N", "H", "H", "C", "H", "H", "H", "H", "H"],
  "xyz": [[1.58070, 2.47489, 0.47924], [-0.18364, -0.57889, -0.71776], [-0.84370, -0.35004, -1.48550], [2.39993, 0.43026, 0.11857], [-1.21358, 0.42418, 1.62612], [-0.84994, 1.09725, 0.97398], [1.46697, 1.16282, 0.16778], [-1.53930, -3.58830, -0.63701], [-1.85008, -1.64624, 0.41742], [-0.93760, -1.78655, -0.09334], [-0.92945, -2.85009, -0.98933], [-1.62350, 1.43075, 0.36209], [2.46748, 2.74974, 0.87689], [0.24981, 0.56920, 0.06724], [-0.53328, 1.98929, 1.41958], [0.74281, -1.06349, -1.05508], [1.40092, 3.25219, -0.32812], [-1.01984, -2.76445, -2.00481], [-0.57027, -2.11781, 0.89900]],
  "atomic_forces_ev_per_a": [[-0.09, 3.18, -1.54], [1.21, -2.51, 1.59], [-0.67, 1.09, -2.09], [-1.67, 1.87, -0.57], [0.03, -0.27, 0.60], [-0.07, 2.69, -2.65], [1.18, -2.70, -0.57], [0.50, -0.86, -0.21], [-2.52, 0.33, -0.24], [3.13, 0.84, 0.12], [-2.66, -0.36, 0.95], [0.03, -0.30, 0.67], [0.19, -0.13, 0.19], [-0.47, 0.57, 2.02], [0.13, -0.82, 0.18], [-0.21, 0.42, -0.62], [0.05, -2.76, 2.39], [0.79, 0.28, -0.13], [1.12, -0.57, -0.12]]
}

=====

{
  "formula": "C6H12",
  "method": "ωB97M-V with the def2-TZVPD basis set",
  "total_charge": 0,
  "homo_ev": -8.97,
  "smiles": "C1=CC1.C=C.C",
  "multiplicity": 1,
  "orbital_gap_ev": 10.049,
  "elements": ["H", "H", "H", "H", "H", "C", "C", "H", "H", "H", "C", "C", "C", "H", "H", "H", "H", "C"],
  "xyz": [[-2.94172, 0.75771, 0.38103], [-0.54511, 1.07743, 1.77273], [1.75593, 0.60010, 1.92587], [0.90024, -0.27309, 0.66988], [-1.49047, 1.45909, -0.35699], [-1.40531, 0.48259, 1.63616], [0.38334, 0.08944, -2.01279], [-1.65209, -1.07733, -1.30646], [2.67889, 0.17835, 0.47473], [0.84868, 0.91721, -1.47152], [-0.62360, -0.77127, -1.31679], [0.53928, -1.31374, -1.53225], [-1.87795, 0.76041, 0.40931], [1.06623, -2.23875, -1.69080], [0.26935, 0.29051, -3.08220], [-1.86552, 0.30751, 2.62558], [2.07606, -1.08522, 1.71642], [1.88379, -0.16097, 1.15811]],
  "atomic_forces_ev_per_a": [[-1.06, -0.98, -0.88], [1.84, -0.34, 0.55], [0.09, 0.20, 0.02], [0.82, 0.07, 0.06], [0.64, -0.97, 0.76], [0.25, 2.40, -0.42], [0.02, 0.48, -0.08], [-0.12, 0.33, 0.34], [-0.33, -0.56, 0.24], [-0.04, -0.11, 0.03], [0.56, -1.35, -1.24], [-0.60, 0.04, -0.21], [-1.61, 1.19, 1.82], [0.15, 0.12, 0.25], [0.09, -0.04, 0.12], [-0.47, -0.80, -1.27], [0.37, 0.09, -0.49], [-0.59, 0.22, 0.37]]
}

=====

ΔE to the lowest compared entry with this formula, charge and spin across the listed records, respectively: 53.2; 77.7; 131.9 kcal per mole.